Entry 1:
C24H67N6O8V | wB97M-V/def2-TZVPD

- expectation value of S² = 0.782
- relative energy (zero: lowest compared OMol25 entry of this formula, charge and spin) (eV) = 2.7365

```
! RIJCOSX wB97M-V def2-TZVPD def2/J DEFGRID3
* xyz 1 2
O 2.812 1.007 -0.772
V 2.492 -0.139 0.272
O 0.558 -0.568 -0.363
H -0.139 0.091 -0.326
C 4.309 -3.879 -1.654
C 4.294 -2.394 -1.383
C 4.650 -1.603 -2.642
O 4.608 -0.199 -2.504
C 5.292 0.410 -3.588
N 2.924 -1.998 -0.896
H 4.383 -4.426 -0.714
H 5.196 -4.053 -2.267
H 3.382 -4.193 -2.135
H 5.029 -2.153 -0.609
H 3.971 -1.843 -3.472
H 5.646 -1.934 -2.952
H 5.293 1.490 -3.455
H 4.658 0.280 -4.476
H 6.288 0.007 -3.770
H 2.414 -1.970 -1.797
H 2.470 -2.786 -0.436
C -4.612 5.478 0.641
C -3.177 4.988 0.562
C -2.869 4.102 -0.624
O -1.645 3.426 -0.478
C -1.336 2.561 -1.584
N -2.321 6.211 0.496
H -5.324 4.662 0.779
H -4.874 5.999 -0.282
H -4.785 6.224 1.417
H -2.807 4.490 1.467
H -2.938 4.582 -1.609
H -3.728 3.409 -0.682
H -0.254 2.534 -1.458
H -1.586 3.024 -2.540
H -1.870 1.622 -1.436
H -2.352 6.665 1.399
H -1.372 5.954 0.253
C -3.224 0.192 0.935
C -2.786 -1.259 1.108
C -3.792 -2.099 1.868
O -4.053 -1.603 3.182
C -3.097 -2.162 4.080
N -2.631 -1.853 -0.243
H -4.029 0.313 0.215
H -2.322 0.768 0.678
H -3.466 0.744 1.849
H -1.798 -1.318 1.583
H -3.483 -3.151 1.844
H -4.765 -2.068 1.372
H -3.336 -1.807 5.080
H -2.081 -1.867 3.809
H -3.076 -3.256 4.098
H -2.461 -2.832 -0.044
H -1.911 -1.405 -0.784
C 3.514 -2.750 3.199
C 2.136 -2.792 2.559
C 1.036 -3.142 3.550
O -0.202 -3.279 2.887
C -0.358 -4.524 2.237
N 1.845 -1.425 2.012
H 4.277 -2.121 2.721
H 4.035 -3.699 3.321
H 3.501 -2.208 4.155
H 2.283 -3.485 1.729
H 0.869 -2.315 4.248
H 1.275 -3.998 4.191
H -0.286 -5.355 2.947
H 0.414 -4.666 1.475
H -1.345 -4.617 1.790
H 0.882 -1.496 1.648
H 1.709 -0.910 2.885
C -0.280 1.648 2.580
C 0.705 2.298 1.621
C 0.808 3.786 2.008
O 1.649 4.409 1.088
C 1.778 5.810 1.285
N 2.028 1.640 1.776
H -1.276 2.085 2.587
H 0.076 1.737 3.615
H -0.338 0.567 2.424
H 0.443 2.186 0.570
H 1.214 3.789 3.034
H -0.167 4.289 2.023
H 2.503 6.178 0.560
H 2.243 6.121 2.225
H 0.792 6.249 1.132
H 2.208 1.629 2.785
H 2.674 2.393 1.503
C -0.187 -2.423 -5.170
C -0.190 -1.336 -4.079
C -1.588 -1.144 -3.469
O -2.471 -0.641 -4.431
C -3.817 -0.530 -4.023
N 0.662 -1.855 -2.981
H -0.979 -2.130 -5.869
H -0.448 -3.466 -4.985
H 0.775 -2.379 -5.678
H 0.260 -0.388 -4.364
H -1.568 -0.525 -2.568
H -1.878 -2.172 -3.206
H -4.452 -0.256 -4.862
H -3.959 0.275 -3.291
H -4.117 -1.488 -3.591
H 0.370 -2.768 -2.648
H 0.575 -1.220 -2.165
*
```



Entry 2:
C24H68IO25P6S | wB97M-V/def2-TZVPD

- electronic energy (eV) = -151825.39131

```
! RIJCOSX wB97M-V def2-TZVPD def2/J DEFGRID3
* xyz 1 1
C -8.653 -7.022 3.855
C -8.771 -5.684 3.031
C -9.645 -4.618 3.851
I -8.459 -3.195 4.966
S -10.639 -3.729 2.536
C -11.987 -4.974 2.139
C -12.939 -5.028 3.436
C -13.001 -6.470 4.098
O -13.869 -6.336 5.261
H -8.137 -6.866 4.839
H -8.115 -7.774 3.214
H -9.712 -7.374 4.038
H -9.325 -5.887 2.065
H -7.771 -5.252 2.776
H -10.330 -5.222 4.515
H -11.207 -2.607 3.105
H -11.516 -5.967 1.909
H -12.560 -4.541 1.283
H -12.508 -4.355 4.237
H -13.966 -4.636 3.217
H -13.507 -7.213 3.424
H -12.020 -6.821 4.503
H -14.649 -5.876 4.907
C -2.205 -4.105 1.699
O -3.142 -3.600 2.640
P -4.349 -2.524 2.079
O -4.498 -3.128 0.692
O -3.286 -1.267 2.077
C -2.370 -1.108 3.174
O -5.657 -1.437 1.836
C -6.085 -0.704 2.986
H -1.392 -4.567 2.263
H -2.665 -4.869 1.074
H -1.796 -3.302 1.083
H -1.386 -1.480 2.880
H -2.702 -1.640 4.066
H -2.280 -0.050 3.412
H -5.311 0.002 3.301
H -6.317 -1.390 3.803
H -6.985 -0.146 2.727
C 3.321 -0.674 3.544
O 3.012 0.226 4.598
P 1.468 0.963 4.601
O 0.714 -0.199 3.975
O 1.959 2.045 3.460
C 3.257 2.650 3.566
O 0.033 1.874 4.847
C 0.174 3.071 5.621
H 4.398 -0.852 3.572
H 2.813 -1.626 3.694
H 3.058 -0.248 2.574
H 3.946 2.149 2.882
H 3.654 2.592 4.580
H 3.186 3.697 3.279
H 0.773 3.808 5.079
H 0.641 2.852 6.584
H -0.817 3.487 5.798
C 4.421 4.403 -1.006
O 5.808 4.696 -0.976
P 6.500 5.160 0.517
O 5.576 4.306 1.368
O 5.899 6.686 0.344
C 6.003 7.343 -0.925
O 7.384 5.658 1.900
C 8.578 6.408 1.647
H 4.118 4.363 -2.054
H 4.226 3.429 -0.557
H 3.843 5.179 -0.500
H 5.042 7.284 -1.443
H 6.776 6.903 -1.556
H 6.244 8.393 -0.759
H 8.332 7.384 1.221
H 9.236 5.863 0.967
H 9.098 6.559 2.593
C 7.805 2.066 -4.453
O 8.433 2.912 -5.404
P 8.111 4.591 -5.322
O 7.947 4.577 -3.811
O 6.648 4.387 -6.058
C 6.553 3.562 -7.224
O 7.868 6.298 -5.304
C 8.095 6.965 -6.535
H 7.930 1.037 -4.797
H 8.287 2.162 -3.480
H 6.739 2.285 -4.373
H 6.152 2.584 -6.943
H 7.519 3.426 -7.712
H 5.868 4.028 -7.931
H 7.345 6.660 -7.271
H 9.095 6.730 -6.904
H 8.019 8.041 -6.377
C 14.734 6.254 -7.216
O 14.506 7.121 -6.114
P 12.988 7.903 -6.005
O 12.240 6.759 -6.671
O 13.487 8.987 -7.145
C 14.784 9.584 -7.033
O 11.510 8.758 -5.854
C 11.562 9.961 -5.077
H 15.804 6.042 -7.250
H 14.203 5.313 -7.077
H 14.436 6.725 -8.155
H 15.473 9.082 -7.717
H 15.179 9.524 -6.019
H 14.715 10.633 -7.319
H 12.165 10.718 -5.585
H 11.980 9.760 -4.088
H 10.548 10.341 -4.959
C -8.446 -10.423 -0.044
O -9.820 -10.293 -0.389
P -10.880 -9.610 0.765
O -9.871 -8.660 1.393
O -10.945 -11.038 1.582
C -11.061 -12.269 0.855
O -12.181 -9.011 1.713
C -13.484 -9.496 1.357
H -7.985 -11.080 -0.784
H -7.948 -9.455 -0.088
H -8.330 -10.869 0.946
H -10.081 -12.750 0.800
H -11.441 -12.116 -0.155
H -11.742 -12.931 1.387
H -13.566 -10.564 1.574
H -13.683 -9.318 0.298
H -14.228 -8.962 1.947
*
```